No. 1
{
  "formula": "C22H14AlF3N4O2",
  "method": "wB97M-V/def2-TZVPD",
  "e_tot_ev": -47833.5815,
  "spin_multiplicity": 1,
  "total_charge": 2,
  "symbols": ["Al", "O", "C", "O", "C", "C", "C", "N", "C", "C", "C", "C", "C", "C", "C", "N", "C", "C", "C", "C", "C", "N", "H", "H", "H", "H", "H", "H", "H", "H", "H", "H", "F", "C", "F", "F", "C", "C", "C", "N", "C", "C", "H", "H", "H", "H"],
  "coordinates": [[0.016971, -0.063423, -0.018372], [4.879671, -3.416157, -3.139115], [3.826233, -3.137540, -3.713443], [3.314809, -3.339905, -4.815610], [2.862189, -2.305537, -2.775827], [3.261063, -1.988292, -1.470332], [2.384449, -1.309046, -0.669262], [1.173976, -0.941736, -1.138203], [0.774723, -1.230519, -2.394096], [1.603522, -1.907527, -3.246333], [-0.607066, -0.755153, -2.635975], [-1.276895, -0.900883, -3.830547], [-2.574219, -0.416762, -3.934908], [-3.167257, 0.202463, -2.841305], [-2.446369, 0.318942, -1.675446], [-1.185968, -0.149194, -1.559949], [2.550261, -0.909402, 0.747282], [3.687088, -1.143474, 1.488746], [3.722085, -0.724602, 2.812232], [2.618868, -0.080533, 3.359211], [1.512910, 0.125277, 2.567392], [1.464933, -0.278811, 1.280716], [4.246659, -2.326535, -1.169443], [1.357268, -2.185722, -4.265306], [-0.791524, -1.386547, -4.665382], [-3.117503, -0.521960, -4.864929], [-4.174291, 0.590222, -2.890960], [-2.872232, 0.795543, -0.803516], [4.530960, -1.646608, 1.038038], [4.605989, -0.899580, 3.411619], [2.615359, 0.258085, 4.385010], [0.635822, 0.623895, 2.955788], [-4.538316, 2.505296, 4.346737], [-3.734537, 3.284263, 3.633095], [-2.990941, 4.021025, 4.456317], [-4.468361, 4.093357, 2.871281], [-2.818607, 2.450905, 2.741253], [-2.884555, 1.066087, 2.740340], [-2.030857, 0.369060, 1.912493], [-1.141860, 0.994214, 1.111293], [-1.083520, 2.345013, 1.117866], [-1.906198, 3.101933, 1.919532], [-3.585765, 0.536929, 3.370683], [-2.054034, -0.715304, 1.885258], [-0.359260, 2.816610, 0.463519], [-1.835675, 4.181636, 1.902560]],
  "forces_ev_per_a": [[0.00, 0.06, 0.01], [-0.06, 0.02, -0.06], [-0.09, 0.06, 0.09], [0.06, 0.01, 0.07], [0.03, 0.05, -0.03], [0.05, -0.07, 0.00], [-0.03, 0.02, 0.09], [0.02, 0.02, -0.01], [-0.09, 0.03, 0.03], [0.00, -0.07, -0.06], [0.11, -0.03, 0.00], [-0.04, 0.00, -0.01], [0.01, -0.01, -0.03], [0.01, 0.00, 0.02], [0.00, 0.00, -0.01], [0.01, -0.02, 0.00], [0.01, -0.02, -0.11], [0.00, 0.00, 0.04], [0.03, -0.01, -0.01], [-0.02, 0.01, -0.01], [0.01, 0.00, 0.00], [0.00, -0.02, -0.01], [0.01, -0.02, -0.02], [0.02, -0.02, -0.01], [0.00, 0.00, 0.00], [0.00, 0.00, 0.00], [0.00, 0.00, 0.00], [0.00, 0.00, 0.00], [0.00, 0.00, 0.00], [0.00, 0.00, 0.00], [0.00, 0.00, 0.00], [0.00, 0.00, 0.00], [0.01, 0.02, -0.01], [0.02, -0.02, -0.02], [-0.02, 0.00, -0.01], [0.01, 0.00, 0.02], [-0.03, 0.02, 0.02], [0.01, -0.02, -0.01], [-0.03, 0.03, 0.03], [-0.01, -0.03, 0.01], [0.00, 0.00, 0.00], [0.01, 0.01, -0.01], [0.00, 0.00, 0.00], [0.01, 0.00, -0.01], [0.00, -0.01, 0.00], [0.00, 0.00, 0.00]]
}

***

No. 2
{
  "formula": "C22H14BrClF3N4O5Rh",
  "method": "wB97M-V/def2-TZVPD",
  "e_tot_ev": -132950.1787,
  "spin_multiplicity": 1,
  "total_charge": 2,
  "relative_energy_kcal_mol": 0.00,
  "symbols": ["Rh", "O", "C", "C", "C", "N", "C", "Br", "C", "H", "H", "H", "H", "O", "C", "O", "C", "C", "Cl", "N", "N", "C", "C", "O", "O", "C", "C", "C", "C", "C", "C", "H", "H", "H", "H", "H", "H", "F", "C", "F", "F", "C", "C", "C", "N", "C", "C", "H", "H", "H", "H"],
  "coordinates": [[-0.586656, -0.023981, -0.021433], [-0.086347, -1.860281, 5.760171], [-0.256434, -1.303727, 4.579139], [-0.429868, 0.071785, 4.369704], [-0.592668, 0.540537, 3.089371], [-0.603360, -0.282653, 2.028683], [-0.429427, -1.586764, 2.256370], [-0.430800, -2.525017, 0.586413], [-0.256021, -2.170650, 3.470386], [-0.081022, -1.223275, 6.488910], [-0.430092, 0.765048, 5.200106], [-0.717213, 1.597397, 2.890876], [-0.114115, -3.234527, 3.597724], [2.531132, 4.748853, 0.690676], [1.247202, 5.053501, 0.564688], [0.826006, 6.167021, 0.650142], [0.299280, 3.915345, 0.305920], [-1.078225, 4.035751, 0.110416], [-2.063684, 5.391234, 0.103605], [-1.594337, 2.789429, -0.071177], [-0.593994, 1.911438, -0.004600], [0.542763, 2.540069, 0.215652], [1.694543, 1.589139, 0.288416], [2.831227, 1.929322, 0.452463], [1.330505, 0.310742, 0.126812], [-2.874967, 2.249891, -0.421608], [-3.247469, 1.054070, 0.201236], [-4.389830, 0.393645, -0.242867], [-5.147322, 0.934688, -1.274153], [-4.773285, 2.139014, -1.854430], [-3.619748, 2.801910, -1.442941], [2.751957, 3.803368, 0.585467], [-2.748437, 0.705567, 1.103098], [-4.705942, -0.520024, 0.242723], [-6.041305, 0.427294, -1.609870], [-5.371635, 2.567387, -2.647294], [-3.309100, 3.718301, -1.925485], [0.957017, -0.451844, -6.767740], [-0.277338, -0.240077, -6.323539], [-1.069032, -1.221479, -6.762298], [-0.723963, 0.915124, -6.824239], [-0.319805, -0.187161, -4.805908], [0.822660, -0.345602, -4.044267], [0.719007, -0.279341, -2.667486], [-0.456728, -0.063675, -2.059119], [-1.569880, 0.081026, -2.801826], [-1.538930, 0.023645, -4.176301], [1.784853, -0.519648, -4.504243], [1.584257, -0.397316, -2.030946], [-2.498039, 0.236792, -2.267358], [-2.451471, 0.140838, -4.744580]],
  "forces_ev_per_a": [[0.14, -0.12, 0.13], [0.00, -0.02, 0.00], [-0.01, 0.04, -0.02], [0.00, -0.01, 0.01], [0.01, 0.01, 0.03], [0.00, -0.03, -0.01], [-0.01, 0.06, -0.02], [0.03, 0.01, 0.01], [0.01, -0.05, 0.00], [0.00, 0.00, 0.00], [0.00, 0.01, -0.01], [-0.01, 0.00, -0.01], [0.00, 0.00, 0.00], [0.03, 0.01, 0.00], [0.00, 0.03, -0.03], [-0.01, -0.01, 0.01], [0.18, -0.05, 0.00], [-0.08, -0.01, 0.02], [0.00, 0.01, 0.00], [0.03, 0.04, 0.01], [-0.06, 0.06, -0.03], [-0.11, -0.12, 0.01], [0.03, 0.14, 0.00], [0.02, -0.03, -0.01], [-0.07, -0.05, 0.02], [0.05, 0.01, -0.01], [-0.10, -0.09, -0.01], [0.02, 0.03, 0.02], [-0.01, -0.01, 0.00], [0.02, 0.01, 0.00], [-0.04, 0.00, -0.02], [-0.03, 0.00, 0.02], [-0.01, 0.09, -0.03], [0.00, 0.00, 0.00], [0.00, 0.01, 0.00], [-0.01, -0.01, 0.00], [0.01, 0.00, 0.01], [0.00, 0.00, 0.00], [0.00, 0.00, 0.00], [0.00, 0.01, 0.00], [0.00, 0.00, 0.00], [0.01, 0.00, -0.01], [0.00, 0.00, -0.02], [-0.01, 0.01, 0.02], [-0.03, 0.03, -0.14], [0.01, -0.01, 0.01], [0.00, 0.00, 0.02], [0.00, 0.00, 0.00], [0.00, 0.00, 0.01], [-0.01, 0.01, -0.01], [0.00, 0.00, 0.00]]
}

***

What are the lowest unoccupied orbital energy values for these records? In order: -8.540; -8.360 eV.
What are the frontier orbital gap values for these records? In order: 4.525; 7.273 eV.